This record from OMol25 describes a 13-piece molecular cluster, C34H96F3N18O14 overall at a distorted geometry. The level of theory is ωB97M-V/def2-TZVPD.

Computed properties:
charge = -1
HOMO-LUMO gap = 9.0 eV
lowest unoccupied orbital energy = 1.888 eV
HOMO energy = -7.10 eV

Geometry (Å):
C -0.12890 -0.05206 2.38157
O 0.75391 -0.14759 1.25599
O 0.44198 -0.76719 3.45578
C -0.39908 1.41318 2.61603
F -1.35754 1.98817 1.93460
F -0.55394 1.69376 3.90981
F 0.75620 2.04062 2.28561
C 0.28856 -0.63396 -0.00130
C 1.47666 -0.64609 -0.97764
H 1.17426 -1.17983 -1.87862
H 1.74168 0.39196 -1.17842
H 2.32984 -1.22277 -0.62039
H -0.52380 0.03366 -0.28844
H -0.11498 -1.64632 0.01838
H -1.13662 -0.41587 2.18094
C -1.52920 0.20220 6.91807
O -2.07912 0.54645 7.90196
N -1.81424 -0.76031 6.05783
N -0.39741 0.75554 6.70137
H -2.54290 -1.43342 6.24771
H -1.32085 -0.75506 5.17656
H 0.35448 0.15616 6.39234
H -0.14246 1.39642 7.43919
C -1.25607 -4.06159 2.92385
O -1.45094 -5.26102 2.90948
N -1.89671 -3.19376 3.67250
N -0.30888 -3.49142 2.26864
H -2.63222 -3.54764 4.26739
H -1.47767 -2.28744 3.82446
H 0.31490 -4.05845 1.71233
H -0.09891 -2.50369 2.28892
C 3.96412 -1.59242 1.70211
O 5.07772 -1.88976 1.27630
N 3.55694 -0.34062 1.90072
N 2.97420 -2.39893 1.98304
H 2.62322 -0.12989 2.22300
H 4.15313 0.44198 1.67230
H 2.19713 -1.87700 2.36232
H 2.87528 -3.38657 1.79626
C -2.03458 -4.04002 -1.61190
O -3.13722 -4.36717 -1.22061
N -0.98531 -3.76757 -0.94916
N -1.64754 -4.00170 -2.87571
H -1.07893 -3.63723 0.04801
H -0.02566 -3.74458 -1.26324
H -2.32282 -4.41089 -3.50552
H -0.65626 -3.98104 -3.06816
C 2.63483 0.21920 6.13146
O 3.39788 0.30495 7.05935
N 2.22108 1.24935 5.56105
N 2.12864 -0.93097 5.73108
H 2.37560 2.14973 5.99179
H 1.60805 1.02532 4.79027
H 2.54335 -1.77259 6.10499
H 1.34111 -1.06060 5.11214
C 2.46851 3.65766 -2.03846
O 3.18716 3.29513 -3.00285
N 2.44158 3.06096 -0.86459
N 1.62009 4.62684 -2.14326
H 2.89914 2.16244 -0.80627
H 1.82475 3.41797 -0.14893
H 1.20429 4.92763 -1.27336
H 1.64899 5.30127 -2.89454
C 6.11686 1.51040 -0.60818
C 6.32742 0.37748 -1.54234
C 7.60461 -0.47495 -1.10568
O 8.80248 0.39830 -1.08624
C 9.27034 0.75299 -2.33020
N 5.25217 -0.64016 -1.49407
H 6.75800 2.35290 -0.86748
H 6.38824 1.24237 0.41291
H 5.10709 1.89269 -0.75759
H 6.54181 0.78495 -2.53033
H 7.73151 -1.31116 -1.79324
H 7.44581 -0.83325 -0.08858
H 10.11055 1.44537 -2.27775
H 8.43211 1.19038 -2.87257
H 9.51787 -0.15239 -2.88439
H 5.24302 -1.03674 -0.56523
H 5.68444 -1.38898 -2.01609
C -8.18136 2.56041 4.44126
C -7.84755 1.09907 4.33763
C -6.33940 0.74754 4.47822
O -5.62336 1.23816 3.38838
C -4.23127 1.25471 3.69671
N -8.62944 0.39109 5.35078
H -7.96473 2.93057 5.44333
H -9.26534 2.67473 4.43741
H -7.78171 3.08314 3.57228
H -8.21172 0.74589 3.37288
H -6.18746 -0.33017 4.53786
H -5.93771 1.15247 5.40708
H -3.78510 0.61729 2.93333
H -3.96638 0.94058 4.70629
H -3.78607 2.23303 3.51561
H -9.50315 0.86059 5.16023
H -8.28042 0.94857 6.11727
C 0.43723 3.10535 -5.78042
C -0.81683 2.53934 -5.04304
C -0.61568 1.09632 -4.60929
O 0.13541 0.26393 -5.55911
C 0.65161 -0.90080 -4.90960
N -1.14008 3.41240 -3.88753
H 0.82801 2.30687 -6.41116
H 1.28892 3.25195 -5.11617
H 0.28837 3.95283 -6.44954
H -1.62225 2.48607 -5.77554
H -1.56242 0.58644 -4.43094
H -0.02269 1.14106 -3.69580
H 1.35544 -0.57627 -4.14319
H 1.20861 -1.50713 -5.62389
H -0.12746 -1.57553 -4.55479
H -0.97792 4.39710 -4.04294
H -0.53294 3.16507 -3.11921
C -3.10277 -0.77416 -2.22208
C -4.50786 -0.79711 -2.77791
C -5.25911 -2.12795 -2.83855
O -6.42055 -2.00212 -3.74949
C -6.15623 -2.11307 -5.16790
N -5.18612 0.04429 -1.87356
H -2.43476 -1.17035 -2.98688
H -2.79771 -1.36884 -1.36104
H -2.81020 0.25210 -2.00005
H -4.42757 -0.41754 -3.79653
H -5.56990 -2.38382 -1.82561
H -4.58145 -2.93199 -3.12561
H -6.04171 -1.20055 -5.75295
H -6.99413 -2.56768 -5.69645
H -5.23414 -2.62683 -5.43974
H -6.13748 -0.06364 -2.19505
H -5.16592 -0.36772 -0.95163
C 1.11735 -7.17350 -5.35238
C 1.32218 -6.53203 -4.02509
C 1.25532 -4.97947 -3.95672
O 1.18423 -4.37854 -2.68854
C 2.43142 -3.85895 -2.17109
N 0.38816 -6.97919 -3.03478
H 1.93168 -6.75517 -5.94396
H 0.19451 -6.81647 -5.80952
H 1.20324 -8.25988 -5.32967
H 2.29035 -6.79508 -3.59901
H 0.44536 -4.73449 -4.64377
H 2.10740 -4.58344 -4.50919
H 2.91685 -3.09382 -2.77692
H 3.14572 -4.68224 -2.16194
H 2.34209 -3.62983 -1.10919
H -0.50403 -6.67569 -3.39809
H 0.60053 -6.29513 -2.32270
C 2.51400 6.59448 2.78750
C 1.83485 6.23602 1.47061
C 0.48248 5.57664 1.61185
O 0.21789 5.24569 0.29499
C -0.98128 4.48845 0.14535
N 1.78354 7.59510 0.91670
H 2.75005 5.63094 3.23911
H 1.98001 7.26478 3.46103
H 3.42387 7.14130 2.54007
H 2.42924 5.55845 0.85767
H -0.22258 6.28147 2.05253
H 0.52592 4.78744 2.36244
H -1.74944 4.57294 0.91404
H -0.79272 3.43759 -0.07427
H -1.36058 5.08612 -0.68352
H 1.10608 7.67068 0.17143
H 1.37822 8.20495 1.61234

Results of the Löwdin charge analysis, in e, for atoms 1 through 6: -0.416 -0.138 -0.239 -0.604 0.171 0.138

This record from OMol25 describes a 10-piece molecular cluster, C34H96N12O10 overall at a distorted geometry. The level of theory is ωB97M-V/def2-TZVPD.

Computed properties:
charge = +1
multiplicity = 2
HOMO-LUMO gap (alpha / beta) = 7.6 / 2.3 eV
lowest unoccupied orbital energy (alpha / beta) = -2.566 / -7.853 eV
HOMO energy (alpha / beta) = -10.18 / -10.18 eV
energy relative to the best compared isomer or geometry (same formula, charge and spin) = 0.0 kcal per mole

Geometry (Å):
C -2.68687 -2.68211 5.39227
O -3.91228 -2.68795 5.50640
N -1.84822 -3.33278 6.12917
N -2.03780 -2.04418 4.37722
H -0.89513 -3.24857 5.80571
H -2.34401 -3.97921 6.72618
H -2.58058 -1.47308 3.74530
H -1.11421 -2.38793 4.15607
C 0.33128 0.28642 1.11869
O 1.03235 -0.62198 0.75174
N -0.36467 0.36710 2.20576
N 0.25517 1.32019 0.38149
H -1.04062 1.11726 2.22692
H -0.41131 -0.44439 2.80527
H -0.30604 2.11824 0.64275
H 0.65064 1.38582 -0.54555
C -1.14709 4.43805 -0.95306
C -2.62219 4.34243 -0.42507
C -3.59070 4.21218 -1.51122
O -3.51692 2.92466 -2.13088
C -4.24273 2.91474 -3.40159
N -2.54480 3.35107 0.63771
H -0.70991 3.61568 -1.51936
H -0.58716 4.67995 -0.04970
H -1.02880 5.31766 -1.58583
H -3.06885 5.16934 0.12702
H -3.42145 4.98330 -2.26278
H -4.58265 4.36188 -1.08495
H -4.60323 1.88807 -3.33775
H -3.63143 3.13296 -4.27726
H -5.11556 3.56211 -3.48639
H -3.35924 3.59807 1.18158
H -2.82907 2.48878 0.19528
C -0.54764 -4.66908 2.09731
C 0.84279 -4.68821 2.66901
C 0.87289 -4.28179 4.20973
O 0.50218 -2.93101 4.51948
C 1.49718 -1.93525 4.35607
N 1.29582 -6.02155 2.66301
H -1.19186 -3.89967 2.52285
H -1.18095 -5.54133 2.25918
H -0.59294 -4.44764 1.03101
H 1.46729 -3.93226 2.19295
H 1.86563 -4.55725 4.56565
H 0.19133 -4.97492 4.70284
H 2.05261 -1.83987 3.42307
H 2.35421 -2.08540 5.01262
H 1.06269 -0.94917 4.52027
H 1.19744 -6.22018 1.67764
H 0.52360 -6.54994 3.04325
C 4.91013 1.76226 1.45656
C 4.45072 1.31935 -0.03351
C 5.72624 1.37484 -0.89262
O 6.55665 2.50741 -0.76422
C 7.56778 2.53502 -1.78981
N 4.01811 -0.04970 -0.03325
H 5.35618 2.75663 1.47608
H 5.54967 1.07326 2.00827
H 4.00058 1.80464 2.05574
H 3.72654 2.09343 -0.28739
H 5.33724 1.22947 -1.90041
H 6.32312 0.51193 -0.59727
H 7.18879 2.75792 -2.78720
H 8.09625 1.58228 -1.82312
H 8.33251 3.28716 -1.59598
H 3.08630 -0.23624 0.30886
H 3.85521 -0.22692 -1.01414
C -3.30931 1.18693 4.17109
C -4.77740 1.29901 4.45836
C -5.27918 0.13466 5.40559
O -6.67730 0.21969 5.63732
C -7.22415 -0.50901 6.70791
N -5.08629 2.56079 5.08225
H -2.85158 0.88813 5.11411
H -2.85626 2.13434 3.87909
H -3.02229 0.52857 3.35116
H -5.30450 1.22874 3.50688
H -4.81204 0.12410 6.39036
H -5.17263 -0.78578 4.83154
H -7.22047 -1.58106 6.51094
H -8.29455 -0.31124 6.76470
H -6.80450 -0.30294 7.69256
H -6.02842 2.53809 5.44552
H -4.51417 2.50297 5.91257
C 3.49493 4.88859 -4.14275
C 2.76974 3.60911 -3.91687
C 3.78444 2.40742 -3.97170
O 4.18321 2.21121 -5.29681
C 5.55272 1.80801 -5.29105
N 1.92712 3.63554 -2.75335
H 3.67192 5.13743 -5.18910
H 4.40736 4.90121 -3.54659
H 2.83971 5.68347 -3.78644
H 2.00944 3.53196 -4.69411
H 3.50028 1.46245 -3.50867
H 4.62827 2.69354 -3.34385
H 5.86606 1.59604 -6.31329
H 5.91330 0.96881 -4.69622
H 6.17144 2.68177 -5.08655
H 1.60701 4.56174 -2.50885
H 1.09706 3.06300 -2.69588
C 0.72569 -0.42407 -3.54213
C 0.05963 0.79951 -4.11417
C -1.03779 0.50383 -5.12044
O -1.78156 1.73727 -5.58202
C -0.91077 2.77536 -6.06534
N -0.41152 1.38361 -2.89945
H 1.19890 -0.70603 -4.48271
H 0.09492 -1.26262 -3.24707
H 1.37780 -0.29876 -2.67775
H 0.81116 1.36052 -4.66967
H -1.71100 -0.26742 -4.74620
H -0.65716 0.16634 -6.08446
H -0.35272 2.43314 -6.93687
H -0.19103 3.18672 -5.35764
H -1.49503 3.48953 -6.64560
H -1.07744 2.06051 -3.24362
H -0.82724 0.60830 -2.40328
C 3.57501 -4.78260 0.22256
C 3.04305 -3.51547 -0.32044
C 3.75597 -3.26046 -1.70394
O 3.28922 -1.99121 -2.32529
C 3.88061 -1.78756 -3.63292
N 1.66980 -3.42310 -0.61040
H 3.18755 -5.04636 1.20663
H 4.65226 -4.91892 0.31772
H 3.24000 -5.58904 -0.42977
H 3.33873 -2.71907 0.36250
H 3.44376 -4.08882 -2.33990
H 4.84047 -3.17398 -1.63698
H 3.33479 -0.96620 -4.09721
H 3.75732 -2.71046 -4.19961
H 4.96291 -1.66099 -3.65959
H 1.44904 -2.52478 -1.01585
H 1.05434 -3.55296 0.17983
C -5.38205 -2.52141 0.29620
C -4.11638 -2.10253 1.00889
C -3.28134 -1.04368 0.20009
O -2.89559 -1.55716 -1.09414
C -1.74065 -2.39885 -1.25062
N -4.43450 -1.58589 2.27294
H -5.15321 -2.99824 -0.65688
H -5.97297 -1.63475 0.06654
H -5.92852 -3.26648 0.87443
H -3.43434 -2.94633 1.11332
H -2.43449 -0.86891 0.86372
H -3.88921 -0.13950 0.16788
H -1.68494 -3.30751 -0.65118
H -0.87437 -1.76304 -1.06782
H -1.61483 -2.63887 -2.30639
H -4.99197 -0.79589 1.98102
H -5.07006 -2.19382 2.76951

Results of the Löwdin charge analysis, in e, for atoms 1 through 6: -0.721 0.005 0.184 0.161 0.081 0.132

| no. | DFT total energy (Ha) |
| --- | --- |
| 1 | -3691.6138 |
| 2 | -2761.9370 |